Density functional theory data (wB97M-V/def2-TZVPD) for C51H47Cl5CrN2PSi2Te as an isolated structure.

The energy above the lowest of the compared OMol25 structures with the same formula, charge and spin is 0.4736 eV. As for the total charge: -2. As for the spin multiplicity: 2. Its HOMO energy (spin up / spin down) is -0.070 / -0.071 Eh. The LUMO energy (spin up / spin down) comes out at 3.725 / 3.725 eV. Its energy is -179997.990 eV. The HOMO-LUMO gap (spin up / spin down) is 5.64 / 5.65 eV.

Each line ends with the Mulliken spin population.
Cartesian coordinates (Å):
Cr1 0.169 -1.774 -0.854  1.1584
C1 -4.366 -2.643 3.825  0.0001
C2 -3.736 -1.468 4.207  0.0004
C3 -2.668 -0.984 3.467  0.0068
C4 -2.201 -1.655 2.341  -0.0254
C5 -2.848 -2.834 1.971  0.0030
C6 -3.918 -3.324 2.703  -0.0004
P1 -0.748 -1.069 1.384  -0.0065
C7 -0.782 0.776 1.461  0.0042
C8 0.497 1.512 1.990  0.0034
C9 0.670 2.612 0.929  0.0198
C10 -0.386 3.693 1.096  -0.0034
C11 -1.668 2.884 0.843  0.0067
C12 -1.926 1.709 1.803  0.0025
C13 0.636 -1.631 2.440  -0.0043
C14 0.656 -1.419 3.795  0.0022
C15 1.734 -1.863 4.583  -0.0011
C16 2.768 -2.529 3.992  0.0007
C17 2.770 -2.791 2.600  -0.0037
C18 3.842 -3.503 2.007  0.0066
C19 3.822 -3.753 0.667  -0.0060
C20 2.744 -3.310 -0.132  0.0041
C21 1.669 -2.607 0.367  -0.0837
C22 1.694 -2.345 1.786  0.0141
H1 -5.207 -3.022 4.394  0.0000
H2 -4.077 -0.906 5.068  0.0000
H3 -2.193 -0.069 3.778  -0.0029
H4 -2.506 -3.387 1.114  -0.0061
H5 -4.402 -4.241 2.387  0.0000
H6 1.346 0.827 1.930  -0.0041
H7 1.692 2.914 0.706  0.0004
H8 -0.307 4.085 2.112  0.0010
H9 -2.552 3.492 0.638  0.0001
H10 -2.901 1.273 1.566  -0.0031
H11 -0.160 -0.902 4.280  -0.0015
H12 1.735 -1.671 5.650  -0.0001
H13 3.609 -2.877 4.584  -0.0002
H14 4.663 -3.834 2.636  0.0004
H15 4.643 -4.291 0.203  -0.0003
H16 2.783 -3.523 -1.194  0.0017
Cl1 -2.404 0.219 -3.184  -0.0011
C23 -2.795 -1.338 -2.479  -0.0025
C24 -1.820 -2.010 -1.756  -0.0052
C25 -2.191 -3.295 -1.393  -0.0267
Cl2 -0.911 -4.211 -0.605  -0.0025
C26 -3.429 -3.876 -1.596  0.0035
Cl3 -3.784 -5.469 -1.035  -0.0003
C27 -4.397 -3.122 -2.258  -0.0036
Cl4 -5.976 -3.777 -2.512  -0.0003
C28 -4.068 -1.849 -2.717  0.0019
Cl5 -5.257 -0.932 -3.579  0.0000
N1 4.072 -6.007 -9.123  0.0002
C29 3.627 -5.515 -8.181  -0.0001
C30 3.074 -4.908 -7.013  0.0002
C31 2.783 -3.540 -7.001  -0.0005
C32 2.248 -2.958 -5.873  0.0033
C33 1.988 -3.714 -4.714  -0.0056
C34 2.290 -5.092 -4.747  0.0017
C35 2.821 -5.681 -5.873  -0.0004
C36 1.451 -3.116 -3.554  0.0115
C37 0.984 -2.595 -2.546  -0.0348
H17 2.976 -2.944 -7.883  -0.0001
H18 2.014 -1.902 -5.861  0.0007
H19 2.095 -5.679 -3.860  0.0004
H20 3.047 -6.739 -5.880  0.0000
N2 0.905 -0.184 -0.867  -0.0351
C38 2.153 0.191 -1.368  0.0477
C39 2.378 0.330 -2.743  -0.0139
C40 3.602 0.775 -3.217  0.0046
C41 4.631 1.090 -2.340  -0.0070
C42 4.421 0.952 -0.973  0.0046
C43 3.199 0.513 -0.491  -0.0375
H21 1.579 0.066 -3.423  0.0032
H22 3.753 0.868 -4.287  0.0001
H23 5.588 1.433 -2.717  -0.0008
H24 5.217 1.182 -0.273  0.0001
H25 3.041 0.389 0.574  -0.0032
C44 -1.847 4.404 -2.534  0.0007
Si1 -0.229 4.936 -1.723  -0.0005
C45 1.254 4.031 -2.479  0.0008
C46 -0.034 6.768 -2.126  0.0000
C47 -0.234 4.898 0.168  0.0017
Te1 -0.478 1.571 -0.589  0.0117
C48 0.219 2.019 3.395  -0.0003
Si2 -1.788 2.417 3.712  0.0015
C49 -1.787 4.332 3.868  0.0004
C50 -1.542 1.847 5.572  -0.0001
C51 -3.770 2.297 3.860  0.0000
H26 -1.757 4.445 -3.623  0.0001
H27 -2.644 5.094 -2.240  0.0000
H28 -2.171 3.401 -2.263  -0.0009
H29 0.944 3.303 -3.231  0.0003
H30 1.851 3.485 -1.747  0.0001
H31 1.920 4.750 -2.970  0.0000
H32 -0.045 6.922 -3.208  0.0000
H33 0.914 7.154 -1.745  0.0000
H34 -0.841 7.362 -1.691  0.0000
H35 -1.027 5.617 0.432  -0.0008
H36 0.694 5.427 0.436  0.0001
H37 0.808 2.919 3.627  -0.0004
H38 0.539 1.258 4.114  -0.0001
H39 -0.803 4.752 4.098  0.0000
H40 -2.464 4.577 4.692  0.0000
H41 -2.175 4.829 2.975  0.0000
H42 -0.552 2.139 5.936  0.0000
H43 -1.619 0.762 5.707  0.0000
H44 -2.305 2.303 6.211  0.0000
H45 -4.203 2.937 3.078  -0.0001
H46 -4.150 2.648 4.827  0.0000
H47 -4.170 1.293 3.685  0.0000


Density functional theory data (wB97M-V/def2-TZVPD) for a 4-piece molecular cluster, C51H47N3O7P overall at a distorted geometry.

As for the total charge: +1. As for the spin multiplicity: 1. Its HOMO energy is -0.406 Eh. The LUMO energy comes out at -3.256 eV. Its energy is -81730.263 eV. The HOMO-LUMO gap is 7.79 eV.

Each line ends with the Löwdin charge.
Cartesian coordinates (Å):
C1 -1.886 1.164 -5.966  -0.1244
O1 -1.101 -0.088 -6.019  -0.2623
C2 -1.985 -1.279 -5.931  -0.1912
C3 -1.657 -2.228 -4.600  -0.1907
C4 -1.363 -1.278 -3.266  -0.3352
P1 -2.248 -1.898 -1.678  1.0500
C5 -2.551 -0.464 -0.394  -0.3183
C6 -2.051 0.972 -1.009  -0.2806
C7 -2.106 2.232 0.046  -0.1873
C8 -1.308 3.505 -0.613  -0.2140
N1 0.169 3.281 -0.852  -0.0213
C9 0.800 2.379 0.190  -0.3804
N2 0.813 2.674 1.536  0.1054
N3 1.427 1.057 -0.247  0.0310
H1 -2.352 1.381 -4.890  0.0837
H2 -1.234 2.135 -6.207  0.1223
H3 -2.810 1.096 -6.697  0.1089
H4 -3.097 -0.874 -5.783  0.1307
H5 -1.900 -1.900 -6.946  0.1536
H6 -2.644 -2.844 -4.337  0.1035
H7 -0.801 -2.998 -4.819  0.1260
H8 -1.829 -0.229 -3.517  0.0701
H9 -0.184 -1.233 -3.140  0.1280
H10 -3.527 -2.445 -2.088  0.0360
H11 -1.476 -2.958 -1.017  0.0430
H12 -2.047 -0.710 0.636  0.1092
H13 -3.731 -0.389 -0.232  0.1212
H14 -2.820 1.244 -1.880  0.1235
H15 -0.992 0.933 -1.540  0.0849
H16 -1.790 1.964 1.144  0.1146
H17 -3.253 2.552 0.111  0.1251
H18 -1.795 3.687 -1.687  0.1346
H19 -1.514 4.519 -0.020  0.1404
H20 0.249 2.860 -1.810  0.1000
H21 1.297 1.914 2.074  0.0371
H22 0.693 0.291 -0.233  0.0683
H23 1.808 1.178 -1.230  0.0918
C10 2.213 -1.137 3.202  -0.0490
C11 2.273 -1.423 1.838  -0.0660
C12 2.074 -2.730 1.389  -0.0186
C13 1.826 -3.757 2.308  -0.1108
C14 1.790 -3.475 3.673  -0.0803
C15 1.972 -2.160 4.120  0.0171
C16 1.578 -4.559 4.654  -0.2769
O2 1.543 -4.312 5.853  0.1079
C17 1.418 -5.945 4.170  -0.0856
C18 1.275 -6.989 5.092  0.0138
C19 1.110 -8.301 4.643  -0.0464
C20 1.078 -8.572 3.275  -0.0504
C21 1.227 -7.534 2.354  0.0079
C22 1.407 -6.219 2.803  -0.0908
C23 1.599 -5.132 1.822  -0.3114
O3 1.576 -5.370 0.620  0.0755
H24 2.359 -0.118 3.551  0.1069
H25 2.473 -0.628 1.123  0.0754
H26 2.118 -2.944 0.322  0.1143
H27 1.932 -1.931 5.184  0.1263
H28 1.295 -6.786 6.162  0.1253
H29 1.004 -9.112 5.361  0.1130
H30 0.943 -9.593 2.925  0.1117
H31 1.206 -7.753 1.288  0.1219
C24 -9.156 3.993 -1.352  -0.0610
C25 -10.091 5.026 -1.278  -0.0520
C26 -9.771 6.211 -0.615  0.0131
C27 -8.516 6.361 -0.012  -0.0825
C28 -7.591 5.320 -0.064  -0.0875
C29 -7.907 4.137 -0.746  -0.0033
C30 -6.283 5.448 0.610  -0.2801
O4 -5.468 4.535 0.562  0.0683
C31 -5.975 6.687 1.351  -0.0887
C32 -4.762 6.799 2.044  0.0027
C33 -4.458 7.973 2.736  -0.0538
C34 -5.356 9.039 2.731  -0.0498
C35 -6.568 8.929 2.046  0.0129
C36 -6.881 7.746 1.363  -0.0842
C37 -8.180 7.626 0.672  -0.2753
O5 -8.973 8.561 0.671  0.1058
H32 -9.401 3.073 -1.876  0.1060
H33 -11.069 4.909 -1.740  0.1109
H34 -10.504 7.015 -0.566  0.1252
H35 -7.184 3.325 -0.802  0.1131
H36 -4.054 5.972 2.050  0.1161
H37 -3.518 8.056 3.277  0.1099
H38 -5.116 9.957 3.263  0.1117
H39 -7.266 9.764 2.050  0.1248
C38 5.880 -4.271 2.263  -0.0431
C39 4.981 -4.408 1.206  -0.0542
C40 5.298 -3.891 -0.051  0.0103
C41 6.513 -3.223 -0.249  -0.0842
C42 7.401 -3.065 0.815  -0.0823
C43 7.089 -3.601 2.071  0.0132
C44 8.663 -2.320 0.631  -0.2772
O6 9.445 -2.184 1.564  0.1029
C45 8.965 -1.734 -0.691  -0.0858
C46 10.130 -0.976 -0.864  0.0103
C47 10.430 -0.430 -2.114  -0.0527
C48 9.574 -0.646 -3.193  -0.0560
C49 8.409 -1.396 -3.022  0.0045
C50 8.099 -1.933 -1.766  -0.0887
C51 6.848 -2.695 -1.586  -0.2803
O7 6.093 -2.882 -2.533  0.0880
H40 5.637 -4.683 3.241  0.1104
H41 4.034 -4.920 1.359  0.0867
H42 4.594 -4.006 -0.873  0.1207
H43 7.783 -3.493 2.903  0.1242
H44 10.805 -0.805 -0.027  0.1236
H45 11.332 0.163 -2.245  0.1103
H46 9.810 -0.227 -4.169  0.1090
H47 7.743 -1.557 -3.868  0.1202